Below is a molecular structure, C20H20FN4OPdS3 in a non-equilibrium geometry, with properties calculated with ωB97M-V/def2-TZVPD.

Structure (ORCA input):
```
! RIJCOSX wB97M-V def2-TZVPD def2/J DEFGRID3
* xyz 1 1
Pd 0.46421 0.56175 -1.36133
N 3.53672 -1.35054 -1.97999
C 3.64707 -0.01635 -1.74588
N 2.61534 0.77716 -1.59211
C 3.01646 2.08508 -1.34964
C 4.35748 2.26467 -1.29022
S 5.16909 0.76815 -1.56878
C 1.95649 3.09506 -1.23470
C 2.10756 4.43052 -1.12640
S 0.57671 5.20876 -1.11364
C -0.19974 3.67608 -1.26591
N 0.62965 2.65380 -1.29681
N -1.52835 3.60220 -1.35032
H 2.67850 -1.63051 -2.43326
H 4.35934 -1.82860 -2.31316
H 4.91109 3.16686 -1.10800
H 3.01580 5.00223 -1.07988
H -2.08822 4.43508 -1.34661
H -1.97562 2.69770 -1.42798
F -5.38370 0.48104 0.14798
C -4.08714 0.52178 -0.20285
C -3.13949 0.74593 0.78236
C -1.80104 0.79912 0.41434
C -1.43790 0.60864 -0.91946
C -2.40916 0.38659 -1.89422
C -3.75354 0.34039 -1.53194
H -3.45125 0.87912 1.80738
H -1.04883 0.97678 1.17634
H -2.13380 0.21845 -2.93010
H -4.52999 0.15627 -2.25994
C -0.88661 -1.60741 4.86694
C -0.63036 -1.77807 3.39822
C -1.61313 -2.27893 2.55508
C -1.38835 -2.42266 1.18993
C -0.15557 -2.06270 0.67966
C 0.84621 -1.54420 1.49742
C 0.60432 -1.41158 2.85018
S 0.11324 -2.18008 -1.07429
C 1.03390 -3.71025 -1.14750
O -1.17451 -2.43893 -1.73977
H -1.79304 -2.12583 5.17194
H -1.00197 -0.55175 5.11748
H -0.05490 -1.99349 5.45559
H -2.57323 -2.55779 2.96675
H -2.16217 -2.78007 0.52032
H 1.79778 -1.24432 1.08014
H 1.37803 -1.01627 3.49535
H 0.38354 -4.47916 -0.74197
H 1.94052 -3.61118 -0.55764
H 1.26259 -3.91852 -2.18906
*
```

For the orbital gap, the calculation gives 7.9 eV. Its molar mass is 554.03 g mol⁻¹. The value obtained for the LUMO energy is -3.211 eV. For the largest force on an atom, the calculation gives 1.26 eV/A. The calculated total energy comes out at -2490.5061 Eh. For the energy relative to the best compared isomer or geometry (same formula, charge and spin), the calculation gives 0.0 kJ/mol.